[1]
{"formula": "C11H6ClN2O4PdSe3Te", "method": "ωB97M-V/def2-TZVPD", "species": ["Pd", "O", "C", "O", "C", "C", "Cl", "N", "N", "C", "C", "O", "O", "C", "C", "C", "C", "C", "C", "H", "H", "H", "H", "H", "H", "Se", "Se", "Te", "Se"], "positions_angstrom": [[0.67424, -0.51956, 0.74444], [-4.45235, 2.34136, 1.95626], [-4.76424, 1.07986, 1.80738], [-5.86199, 0.63441, 2.06961], [-3.67803, 0.20792, 1.26522], [-3.80286, -1.10556, 0.85482], [-5.22983, -2.02705, 0.88249], [-2.59416, -1.52475, 0.37862], [-1.69900, -0.51472, 0.50165], [-2.31811, 0.51369, 1.04413], [-1.55298, 1.79190, 1.37341], [-2.25959, 2.79753, 1.64245], [-0.32276, 1.69698, 1.36744], [-2.17183, -2.75546, -0.21236], [-0.85239, -2.87281, -0.63975], [-0.39238, -4.03404, -1.23043], [-1.24173, -5.11459, -1.40896], [-2.55387, -5.00714, -0.98263], [-3.02346, -3.84396, -0.39142], [-3.46549, 2.54414, 1.68473], [-0.16050, -2.05047, -0.52709], [0.63974, -4.08951, -1.55027], [-0.88193, -6.02402, -1.87246], [-3.23254, -5.84104, -1.11003], [-4.04744, -3.80080, -0.07298], [1.12384, 0.42111, -1.45091], [2.63470, 0.76789, 0.18574], [2.06592, -0.50063, 2.87344], [0.15886, -2.01694, 2.73079]], "atomic_forces_ev_per_a": [[-1.9630, -0.4551, 0.1641], [-2.3980, -1.0753, 0.1215], [-0.1912, 0.8662, 0.1752], [-0.0981, -0.3571, 0.0005], [0.0005, -0.3150, -0.0225], [0.0955, 0.4410, -0.0471], [-0.0661, -0.0098, 0.0149], [-0.0643, 0.0364, 0.0863], [0.7123, -0.1593, 0.1272], [-0.1691, 0.0206, -0.1421], [0.7812, -0.4909, -0.0367], [1.8005, 0.5274, -0.4287], [-0.5467, 0.3931, 0.0802], [0.1280, -0.2514, -0.1654], [0.0381, 0.0812, -0.0396], [-0.0677, -0.1156, -0.0094], [0.0483, 0.0118, -0.0050], [0.0343, -0.0436, -0.0299], [-0.0504, 0.0681, 0.0885], [0.4716, 0.3435, 0.2227], [-0.0418, -0.1256, -0.1870], [0.0058, 0.0501, 0.0178], [-0.0222, -0.0065, 0.0102], [-0.0278, 0.0272, 0.0183], [0.0228, -0.0539, -0.0285], [-0.0608, 0.3304, -0.4092], [1.0016, 0.2127, -0.4826], [0.4451, -0.1984, 0.9912], [0.1813, 0.2478, -0.0848]], "lowdin_charge": [-0.0802, 0.1001, -0.5344, 0.0323, -0.0490, -0.5449, 0.8256, -0.0413, 0.0574, -0.1032, -0.5461, 0.0698, -0.0868, -0.1663, -0.0672, -0.0667, -0.0945, -0.0878, -0.0455, -0.0572, 0.0038, 0.1117, 0.0986, 0.1014, 0.0309, 0.0417, -0.0924, 0.2935, -0.1031], "total_energy_ev": -242012.22106, "gap_ha": 0.190, "total_charge": -1, "lumo_energy_ev": 0.583}

***

[2]
{"formula": "C11H6F21N2O21S7Zn3", "method": "ωB97M-V/def2-TZVPD", "species": ["Zn", "Zn", "Zn", "C", "F", "F", "F", "S", "O", "O", "O", "C", "F", "F", "F", "S", "O", "O", "O", "C", "F", "F", "F", "S", "O", "O", "O", "C", "F", "F", "F", "S", "O", "O", "O", "C", "F", "F", "F", "S", "O", "O", "O", "C", "F", "F", "F", "S", "O", "O", "O", "C", "F", "F", "F", "S", "O", "O", "O", "C", "C", "N", "H", "H", "H", "C", "C", "N", "H", "H", "H"], "positions_angstrom": [[27.28063, 3.26342, 0.37917], [19.97309, 0.25352, 5.21645], [28.25016, -1.28913, 7.53798], [21.02905, 5.39918, -3.97098], [20.81101, 4.24356, -3.33996], [21.47282, 5.23936, -5.14386], [19.92614, 6.12176, -4.20872], [22.44305, 6.39047, -2.89265], [21.77207, 7.24940, -1.90423], [23.30450, 5.38624, -2.23275], [23.16081, 7.22815, -3.86743], [28.66452, 10.29119, 2.45610], [27.31865, 10.16077, 2.50563], [29.04095, 11.61071, 2.57686], [29.13466, 9.67172, 3.51320], [29.49681, 9.39627, 0.98474], [28.85600, 9.97430, -0.23423], [30.96627, 9.70308, 0.90955], [29.18229, 7.95881, 1.13746], [24.78159, 5.79200, 7.80266], [25.89857, 6.41365, 7.83698], [24.36403, 5.31295, 8.99718], [23.81259, 6.61407, 7.36231], [24.98784, 4.18456, 6.48062], [23.61141, 3.56691, 6.43554], [25.56207, 4.51023, 5.18691], [25.91138, 3.29533, 7.17820], [25.12586, -4.02399, 0.94359], [26.25924, -3.93778, 0.27291], [24.19605, -4.13585, -0.01395], [25.06379, -4.96054, 1.82979], [24.88875, -2.46360, 1.93955], [25.26524, -1.36607, 1.01580], [23.48078, -2.43507, 2.38962], [25.87215, -2.59106, 3.03967], [16.89383, 4.41989, 10.79466], [18.14749, 4.67264, 10.81127], [16.71976, 3.50157, 11.67872], [16.19782, 5.42090, 11.05066], [16.39072, 3.63205, 9.16172], [15.33904, 2.56738, 9.50783], [15.87332, 4.65450, 8.27490], [17.60758, 3.01339, 8.63071], [33.63814, 2.71247, 4.26717], [33.13467, 3.08946, 5.46051], [33.66666, 3.69573, 3.38055], [34.85226, 2.23376, 4.32364], [32.42781, 1.23221, 3.65338], [31.80548, 0.65409, 4.84320], [31.40532, 1.79322, 2.72758], [33.32365, 0.28190, 2.97375], [22.46975, -4.96677, 10.43237], [23.52859, -5.27048, 11.22440], [22.60136, -5.68051, 9.26716], [21.25448, -5.27042, 10.96139], [22.71104, -3.11774, 9.92920], [24.14076, -3.06821, 9.51902], [21.79385, -2.92081, 8.80783], [22.30442, -2.31525, 11.08407], [17.29662, 6.92600, 2.46296], [18.00740, 5.57847, 2.39311], [18.52949, 4.53822, 2.38246], [17.35467, 7.30065, 1.44101], [17.83203, 7.63812, 3.09091], [16.26241, 6.93165, 2.80715], [23.33050, 4.26796, 15.34942], [24.73773, 4.07407, 14.92067], [25.84562, 3.90879, 14.56270], [22.75658, 3.44325, 14.92683], [22.92116, 5.21356, 14.99391], [23.22024, 4.19650, 16.43148]], "atomic_forces_ev_per_a": [[-0.0395, 0.1223, 0.0556], [0.0890, 0.0898, 0.1648], [-0.0866, 0.1136, -0.1687], [0.4868, 1.7769, 2.3490], [-0.4533, 0.5414, -0.3931], [2.1973, -1.4668, -2.6153], [-0.4925, -0.0856, 1.7945], [0.1945, 0.7985, 0.2833], [0.0018, -1.0482, -0.7944], [-1.1134, 0.6033, -0.9926], [-0.7029, -1.1621, 0.4454], [0.2532, 0.6114, 0.5108], [1.3406, 0.4994, -0.8099], [-0.8466, -1.6947, -0.7863], [0.3805, -0.3634, 0.7706], [1.1684, -0.0016, -3.0955], [0.4031, -0.6560, 1.8462], [-3.0652, -0.5052, 1.1426], [0.2913, 1.9755, 0.3864], [-2.3959, -2.3989, -1.7545], [1.3438, 0.6769, 0.6590], [0.9798, 0.3672, -0.9852], [0.4945, -0.3270, 0.0332], [-1.8913, -1.1514, 0.9488], [2.2569, 1.5410, 0.0005], [-0.7059, 0.9293, 0.4712], [-0.0754, 0.2003, 0.5664], [-0.8303, 2.9104, -0.6611], [0.9944, -0.6429, 0.4728], [-0.5345, -0.4583, 0.5450], [0.2435, -1.9666, 0.1388], [-0.0602, 1.9013, 0.3461], [-0.6006, -1.2805, 0.9839], [1.8517, -0.2684, -0.6872], [-1.0136, -0.0622, -1.0321], [0.2524, -3.3158, -2.3028], [2.8322, 1.3584, -0.5977], [-0.9388, -2.0559, 2.2601], [-2.3476, 3.7314, 0.7703], [-1.9831, -2.6676, -0.9089], [2.5840, 2.6805, -0.5214], [0.0522, 0.0876, 0.6289], [-0.3621, 0.0872, 0.5705], [-2.2717, -1.6316, -0.8658], [1.0190, 0.2378, -0.8583], [-0.5382, 0.3179, 0.4340], [0.5308, -0.2227, 0.9268], [-0.2509, -0.2367, -1.4985], [0.4318, 0.5427, -0.1057], [1.4876, -0.1890, 1.3242], [-0.5898, 1.1252, 0.7033], [0.5621, 0.6304, -1.4848], [-1.5990, -0.2560, -0.1737], [-0.2093, 0.4346, 1.3830], [1.8581, 0.3701, -0.1656], [0.5849, 0.0190, -0.0416], [-2.2754, -0.0734, 0.8897], [0.3402, -0.2165, 0.1892], [0.7407, -0.8075, -0.7129], [1.1034, -0.7798, -0.6224], [-0.3437, -0.3380, 0.8010], [-0.8725, 1.8309, -0.0996], [-0.2570, 0.1949, 0.0396], [0.2541, -0.3142, 0.0305], [0.1346, -0.6562, -0.1228], [0.4178, -0.4921, -0.2411], [2.4322, -0.1561, -0.6843], [-3.1521, 0.4722, 1.0550], [-0.1089, 0.1051, -0.0885], [0.1755, -0.0728, -0.0057], [0.2431, 0.1372, -0.0431]], "lowdin_charge": [0.6477, 0.6465, 0.5782, -0.6571, 0.1419, 0.1925, 0.1350, 0.5799, -0.2348, -0.2466, -0.2378, -0.6087, 0.1352, 0.1070, 0.1380, 0.6116, -0.2303, -0.2338, -0.2396, -0.6070, 0.1941, 0.1259, 0.1204, 0.5640, -0.2807, -0.2594, -0.2592, -0.7226, 0.1515, 0.1336, 0.1788, 0.5636, -0.2781, -0.2766, -0.2623, -0.8536, 0.2015, 0.1767, 0.2432, 0.5925, -0.2501, -0.2422, -0.2389, -0.6278, 0.1208, 0.1486, 0.1598, 0.5643, -0.2678, -0.2784, -0.2624, -0.5658, 0.1033, 0.0840, 0.1190, 0.5484, -0.2810, -0.2546, -0.2561, -0.0651, -0.2470, 0.1016, 0.0699, 0.0727, 0.0739, -0.0779, -0.2646, 0.1104, 0.0787, 0.0781, 0.0755], "total_energy_ev": -335621.42926, "gap_ha": 0.064, "total_charge": -1, "lumo_energy_ev": -6.164}

***

[3]
{"formula": "C11H6F4N2O2", "method": "ωB97M-V/def2-TZVPD", "species": ["O", "C", "C", "F", "C", "F", "C", "O", "C", "F", "C", "F", "N", "C", "C", "C", "N", "C", "C", "H", "H", "H", "H", "H", "H"], "positions_angstrom": [[-0.35867, -4.66633, 2.54485], [-0.35798, -3.45751, 2.53521], [-1.60542, -2.71216, 2.53158], [-2.76042, -3.38731, 2.54220], [-1.60496, -1.36635, 2.54353], [-2.76094, -0.69283, 2.54797], [-0.35640, -0.62196, 2.57649], [-0.35400, 0.58407, 2.65177], [0.89105, -1.36787, 2.54306], [2.04715, -0.69475, 2.54720], [0.89023, -2.71354, 2.53116], [2.04470, -3.38953, 2.54235], [1.07389, 2.64926, -4.13121], [0.57262, 2.14324, -2.94775], [0.68029, 2.83840, -1.75144], [0.18770, 2.26974, -0.60315], [-0.39866, 1.08357, -0.53919], [-0.50776, 0.43722, -1.68924], [-0.05089, 0.90509, -2.89516], [0.96987, 2.17828, -5.01683], [1.49286, 3.56351, -4.20668], [1.15086, 3.80644, -1.73919], [0.27259, 2.80812, 0.32934], [-0.99499, -0.52489, -1.65056], [-0.16270, 0.32809, -3.79631]], "atomic_forces_ev_per_a": [[0.0029, -0.0557, -0.0081], [-0.0099, -1.8183, -0.0086], [-1.4365, 1.4756, 0.0734], [0.8933, 0.1482, -0.0535], [-1.5689, -1.3848, -0.0977], [0.9996, -0.2079, 0.0270], [0.0031, 2.1198, 0.0254], [0.0030, -0.1466, 0.0848], [1.5260, -1.4272, -0.1015], [-0.9668, -0.1903, 0.0224], [1.4546, 1.4787, 0.0762], [-0.8928, 0.1461, -0.0539], [0.0751, 0.0866, -0.1863], [0.3438, 0.3544, -0.7921], [0.1591, 0.2484, -0.2144], [0.0714, 0.2667, 0.3761], [-0.1640, -0.2311, 0.3376], [-0.1262, -0.3043, -0.0715], [0.0568, -0.0468, -0.4071], [-0.1537, -0.1402, 0.4172], [-0.1784, -0.2041, 0.3925], [0.0810, 0.2156, 0.1317], [0.0171, 0.0619, 0.1800], [-0.1023, -0.2203, 0.0040], [-0.0873, -0.2243, -0.1536]], "lowdin_charge": [0.1819, -0.2703, -0.1102, 0.1413, -0.1048, 0.1455, -0.2731, 0.1770, -0.1056, 0.1442, -0.1099, 0.1414, 0.1076, -0.3282, -0.0306, -0.1575, 0.0468, -0.1670, -0.0352, 0.0950, 0.0954, 0.1050, 0.1066, 0.1006, 0.1041], "total_energy_ev": -29447.19230, "gap_ha": 0.246, "smiles": "O=C1C(F)=C(F)C(=O)C(F)=C1F.Nc1ccncc1", "lumo_energy_ev": -2.138}

***

[4]
{"formula": "C11H6N4", "method": "ωB97M-V/def2-TZVPD", "species": ["N", "C", "C", "C", "N", "C", "C", "C", "C", "C", "C", "C", "N", "C", "N", "H", "H", "H", "H", "H", "H"], "positions_angstrom": [[-3.40651, -0.25471, 0.09833], [-2.30054, -0.57686, 0.16376], [-0.87398, -0.51405, 0.57324], [-0.87557, -1.21642, 1.82728], [-0.72350, -1.58505, 2.94567], [0.09509, -1.20753, -0.50619], [1.56317, -1.34974, -0.24216], [1.98878, -0.08754, -0.21983], [0.80077, 0.80973, -0.63507], [0.22636, -0.13790, -1.64920], [-0.28800, 0.95530, 0.44939], [-1.25185, 1.96181, -0.11688], [-1.94756, 2.76252, -0.63843], [0.10870, 1.50092, 1.71967], [0.67491, 1.63160, 2.73426], [-0.34193, -2.20889, -0.81379], [2.05404, -2.28754, -0.07370], [2.97925, 0.14663, -0.02654], [1.15106, 1.77172, -1.08990], [-0.69304, 0.22700, -2.19218], [1.06034, -0.34099, -2.30774]], "atomic_forces_ev_per_a": [[0.4369, -0.7566, -0.3275], [-0.2724, 1.3584, 0.1059], [0.3314, -0.9868, -2.3040], [1.7634, -0.6575, 5.4679], [-0.7785, 0.9853, -4.2566], [-1.7860, -3.3694, -2.7519], [-0.9949, 1.2800, 1.4941], [-1.1285, -0.8245, 0.2930], [2.8922, 1.6457, -0.5398], [-1.9347, 0.1686, 0.3057], [-1.5329, 1.4262, -0.4783], [-2.3456, 1.9292, -1.7672], [2.4202, -2.6881, 1.8451], [2.7130, -0.4766, 3.0225], [-1.5040, 0.2019, -2.0333], [0.1620, 1.2304, 0.3474], [0.2697, -0.0660, 0.1984], [1.5944, 1.1111, 0.3253], [-0.5250, -0.5372, 0.8470], [0.7542, -0.5247, 0.6945], [-0.5348, -0.4492, -0.4883]], "lowdin_charge": [0.2244, -0.1506, -0.2858, -0.1467, 0.2210, -0.2038, -0.0173, -0.0014, -0.2294, -0.0725, -0.3079, -0.1518, 0.2083, -0.1417, 0.2266, 0.1658, 0.1190, 0.0953, 0.1743, 0.1489, 0.1256], "total_energy_ev": -17460.04814, "gap_ha": 0.398, "smiles": "N#CC1(C#N)[C@@H]2C=C[C@@H](C2)C1(C#N)C#N", "lumo_energy_ev": 0.062}